[1]
The following is a quantum chemistry calculation of a cluster of 16 separate species, C70H110N16 in total in a non-equilibrium geometry, from the Open Molecules 2025 dataset.

Last column: Löwdin charge in e.
CARTESIAN COORDINATES (ANGSTROEM)
1 H -3.719 -4.005 9.191  0.144
2 H 5.073 -1.747 -5.553  0.099
3 H 6.096 6.276 1.883  0.086
4 H 1.621 0.365 1.358  0.075
5 H 4.147 2.434 -10.009  0.101
6 C 7.365 -0.873 3.553  -0.137
7 N 7.387 -2.225 3.209  0.009
8 H 0.440 -7.926 -3.464  0.098
9 H -2.584 -3.062 -8.139  0.091
10 H 7.227 -0.616 -3.247  0.058
11 H -3.238 -1.361 2.643  0.070
12 C 2.745 -4.604 3.953  -0.130
13 H 6.355 9.361 4.754  0.150
14 C -0.399 8.526 4.150  -0.135
15 H -6.636 -4.245 -2.708  0.087
16 H 1.896 -3.881 2.158  0.147
17 C 2.557 1.884 -8.480  -0.081
18 N -1.392 9.521 -4.036  -0.214
19 H -8.482 -3.262 4.660  0.092
20 C -3.423 10.312 -2.697  -0.073
21 H -2.039 -5.661 -7.868  0.108
22 C -7.481 -3.672 -3.062  -0.132
23 C -1.046 -4.376 -10.698  -0.146
24 H 2.846 1.886 7.505  0.093
25 H 9.625 -2.714 -4.775  0.076
26 C -8.525 -3.139 -2.211  -0.072
27 N -0.812 -0.620 0.848  -0.192
28 C -4.715 2.772 -3.619  -0.109
29 H 3.241 4.668 -6.699  0.103
30 H -3.905 11.028 -3.363  0.062
31 H -2.639 -0.489 -0.178  0.113
32 C 8.438 -0.255 2.960  -0.134
33 H -4.625 1.925 -5.672  0.097
34 C 6.100 -2.461 -3.041  -0.252
35 C -2.203 -1.240 2.962  -0.109
36 H 8.643 0.805 2.981  0.092
37 C 0.989 1.142 0.927  -0.093
38 H -7.238 -3.764 -5.240  0.109
39 N 0.866 -0.002 9.204  -0.002
40 C -9.274 -2.404 -3.121  -0.172
41 H 2.614 -3.745 4.594  0.098
42 C -1.213 -1.843 -1.289  -0.084
43 H -9.757 -0.835 5.058  0.112
44 H -0.646 6.874 2.728  0.100
45 H -1.852 -8.753 7.014  0.104
46 H 3.850 -3.476 -6.921  0.074
47 H -5.494 -7.687 4.915  0.093
48 H 3.673 -6.079 5.283  0.089
49 H 4.135 -2.806 -4.495  0.111
50 H -1.977 0.595 1.957  0.106
51 H 0.192 7.770 -2.709  0.073
52 H -1.103 -6.421 -10.152  0.148
53 N -0.409 8.526 5.522  -0.001
54 H 1.648 1.770 0.328  0.068
55 C -10.549 -4.036 4.639  -0.129
56 N 1.188 -9.779 -2.599  -0.037
57 C 3.046 -6.675 3.204  -0.142
58 C 5.703 7.766 3.535  -0.129
59 H 4.032 -0.309 8.608  0.094
60 H 10.103 -1.035 1.755  0.092
61 H -4.594 -8.899 7.173  0.092
62 C -7.752 -3.413 -4.357  -0.158
63 H -2.224 -4.874 11.020  0.104
64 C 7.455 -2.723 -5.019  -0.264
65 C -2.876 -3.009 12.101  -0.128
66 H 1.822 8.461 -3.037  0.073
67 C 2.044 -0.665 9.359  -0.140
68 C 3.001 0.013 8.639  -0.123
69 C -4.093 -2.263 10.325  -0.124
70 H -2.312 -1.066 4.032  0.067
71 H -1.816 12.328 -4.888  0.064
72 C 7.512 7.875 2.122  -0.110
73 H -0.362 -2.488 -1.072  0.068
74 C -1.967 10.075 -5.249  -0.234
75 H 5.981 -0.535 -1.971  0.070
76 H 0.100 0.391 -0.843  0.092
77 C -3.679 3.817 -5.261  -0.176
78 C 2.675 -5.898 2.172  -0.173
79 H -1.616 9.464 -6.081  0.108
80 C -1.811 -5.036 -8.719  -0.160
81 H -1.287 11.055 -2.655  0.110
82 C -9.535 -3.048 4.767  -0.134
83 C -3.989 -8.454 6.397  -0.125
84 C 8.563 -2.438 2.501  -0.137
85 C 2.285 2.679 -7.312  -0.111
86 H -1.573 9.461 -2.006  0.100
87 H 1.464 -11.439 -1.371  0.108
88 H -3.944 -1.075 12.148  0.088
89 H 1.654 2.507 -6.452  0.082
90 C -4.418 2.726 -4.978  -0.129
91 C 9.198 -1.230 2.310  -0.126
92 N 6.174 -3.091 -4.372  -0.193
93 H 8.716 -2.670 -3.263  0.053
94 H 5.668 -0.340 -3.713  0.063
95 C -2.626 -8.397 6.351  -0.154
96 C -2.753 -3.935 11.087  -0.131
97 H 8.246 7.730 1.343  0.093
98 C 0.045 9.391 -4.068  -0.283
99 H 4.633 4.364 -8.667  0.152
100 H 0.575 10.313 -4.306  0.098
101 C -1.868 10.144 -2.802  -0.246
102 C -11.724 -3.411 4.589  -0.118
103 C -1.497 11.534 -5.564  -0.083
104 H 6.519 -0.493 4.106  0.100
105 C -3.687 -1.983 11.623  -0.138
106 H -0.662 9.331 6.078  0.157
107 H 4.919 -4.673 -6.183  0.070
108 C -4.472 -7.870 5.216  -0.121
109 H 8.816 -3.460 2.260  0.100
110 H -4.782 -1.775 9.652  0.103
111 H 0.238 1.770 8.326  0.111
112 H -1.829 11.761 -6.577  0.067
113 C -0.573 6.447 4.838  -0.122
114 H -0.495 7.100 7.002  0.111
115 H -3.057 10.066 -5.268  0.101
116 H 2.434 -6.197 1.163  0.111
117 C -3.385 -7.409 4.531  -0.152
118 H -1.897 -2.451 -1.882  0.061
119 N -1.304 -5.464 -9.897  -0.001
120 H -0.412 11.634 -5.539  0.052
121 C 0.272 -8.829 -2.896  -0.127
122 C 6.370 7.149 2.457  -0.126
123 C -1.870 -1.238 0.013  -0.231
124 H -3.751 9.297 -2.923  0.071
125 H 2.013 1.002 -8.783  0.086
126 C -0.464 7.285 5.939  -0.166
127 H 0.716 9.294 -2.015  0.061
128 H 6.883 -2.981 -2.488  0.094
129 H -0.579 5.367 4.811  0.096
130 C -0.899 -9.137 -2.103  -0.081
131 C 0.761 8.677 -2.913  -0.085
132 H -4.318 4.462 -2.220  0.106
133 H 2.072 -9.808 -3.087  0.149
134 C 3.125 3.803 -7.336  -0.155
135 N -2.240 -7.753 5.203  0.009
136 H 7.325 -1.671 -5.273  0.106
137 C -0.236 0.615 0.169  -0.236
138 C -1.584 -3.277 -10.099  -0.116
139 N -3.476 4.539 -4.144  0.013
140 N 6.539 8.735 3.983  -0.007
141 C 4.823 -3.621 -6.451  -0.088
142 C 3.673 2.520 -9.042  -0.157
143 H 2.034 -1.646 9.811  0.105
144 H 0.221 8.778 -4.952  0.112
145 C -1.341 -0.263 2.176  -0.269
146 H -0.015 -0.299 9.598  0.155
147 C -0.607 7.241 3.743  -0.144
148 H 7.551 -3.264 -5.960  0.100
149 C 0.761 -10.688 -1.700  -0.145
150 N -3.517 -3.480 10.030  -0.010
151 H -2.506 -3.146 13.106  0.092
152 H -1.038 1.345 0.064  0.108
153 H -2.900 5.355 -3.991  0.153
154 H -1.710 -2.336 -10.613  0.091
155 C 4.971 -2.771 -5.194  -0.259
156 H -0.567 0.071 2.867  0.107
157 H 8.246 9.693 3.225  0.101
158 H -0.282 9.405 3.534  0.103
159 C 7.575 8.855 3.106  -0.159
160 H -3.755 10.509 -1.677  0.066
161 H -2.974 3.922 -6.073  0.110
162 H 4.792 7.508 4.056  0.102
163 H 5.719 -3.415 -7.035  0.058
164 C 3.295 -5.843 4.299  -0.113
165 C -4.234 3.980 -3.183  -0.161
166 H -1.288 -7.543 4.935  0.148
167 H 0.537 1.747 1.713  0.060
168 H -10.425 -5.097 4.481  0.097
169 H -1.844 -8.617 -2.158  0.078
170 H -5.233 2.009 -3.057  0.094
171 H 5.197 -2.871 -2.589  0.104
172 C -2.048 -3.700 -8.826  -0.120
173 C -0.523 -10.294 -1.352  -0.127
174 C 1.070 1.110 8.523  -0.167
175 H 3.201 -7.743 3.151  0.096
176 C 2.388 1.148 8.147  -0.127
177 H -1.748 -2.220 3.103  0.070
178 H -9.282 -2.252 -5.204  0.153
179 N -8.879 -2.657 -4.371  -0.006
180 C -10.089 -1.859 4.979  -0.158
181 N 2.368 -4.651 2.610  0.018
182 H -8.577 -3.176 -1.133  0.086
183 H -12.719 -3.825 4.521  0.103
184 H -3.247 -6.900 3.589  0.105
185 H -12.071 -1.266 5.023  0.136
186 H -1.069 -10.877 -0.625  0.084
187 H -0.572 -4.542 -11.654  0.105
188 H -0.879 -1.057 -1.966  0.050
189 N -11.442 -2.039 4.860  -0.001
190 H -10.095 -1.738 -2.897  0.106
191 H 8.776 -4.152 -4.053  0.080
192 H -2.224 -2.126 0.537  0.099
193 C 8.732 -3.085 -4.271  -0.087
194 H 6.603 -2.818 3.441  0.140
195 C 6.217 -0.913 -2.966  -0.073
196 N 3.954 3.672 -8.383  -0.019

Results
**Gap between HOMO and LUMO**: 8.1956 eV
**Highest occupied orbital energy**: -8.0 eV
**Calculated total energy**: -98206.22972 eV
**LUMO level**: 0.2 eV



[2]
The following is a quantum chemistry calculation of a structure of composition C34H64FN5O12PS3 in a non-equilibrium geometry, from the Open Molecules 2025 dataset.

Last column: Löwdin charge in e.
CARTESIAN COORDINATES (ANGSTROEM)
1 C -6.164 -7.562 -0.362  -0.101
2 H -7.053 -4.883 -0.478  0.065
3 H 3.082 6.575 2.905  0.122
4 C -7.081 -4.719 -1.556  -0.067
5 H -4.665 -1.771 -1.138  0.096
6 O -1.113 2.011 0.727  -0.204
7 H 3.843 8.775 0.862  0.103
8 H 5.012 7.981 2.016  0.097
9 H 2.249 0.116 -4.487  0.086
10 C -5.749 -5.032 -2.231  -0.422
11 H -1.453 -1.910 7.006  0.112
12 H 4.459 2.062 -6.325  0.093
13 C -3.700 -0.018 1.758  -0.135
14 H 1.869 3.199 -6.460  0.080
15 H 4.201 -2.460 -3.703  0.081
16 N -4.668 -4.379 -1.479  0.039
17 C 0.341 -0.360 3.301  -0.318
18 C 2.922 -1.586 -2.177  -0.210
19 H -6.335 -7.042 -2.880  0.123
20 H -7.068 -7.826 -0.917  0.094
21 H 2.356 -0.625 2.537  0.150
22 H 4.388 6.304 0.120  0.150
23 H -4.639 -6.648 -3.098  0.122
24 H -0.175 -0.079 6.750  0.115
25 H 2.968 2.735 2.174  0.094
26 H 3.643 8.902 2.690  0.089
27 H -0.381 0.502 3.392  0.129
28 C 3.547 2.351 1.305  -0.296
29 H 4.529 2.001 1.720  0.115
30 O -5.094 -7.210 -1.224  -0.192
31 H 1.279 -2.836 -1.341  0.110
32 H -5.784 -4.588 -3.231  0.137
33 H -3.325 0.460 5.001  0.075
34 F 0.936 3.029 -0.155  -0.141
35 H 1.925 2.152 -7.885  0.068
36 H 1.935 -3.752 3.183  0.073
37 H 0.449 1.392 -5.330  0.123
38 H -6.374 -6.747 0.335  0.074
39 C 0.730 -3.978 1.412  -0.139
40 C 4.182 -2.441 -2.583  -0.081
41 H 4.154 -3.490 -2.221  0.078
42 S 2.826 0.945 0.396  1.121
43 H -4.158 0.652 2.525  0.120
44 H -7.886 -5.329 -1.973  0.083
45 C 1.369 2.374 -6.974  -0.066
46 H 0.596 -0.767 -6.233  0.068
47 H -0.935 -2.011 3.122  0.127
48 O 3.158 4.704 0.605  -0.035
49 O 0.979 0.876 -2.203  -0.280
50 N 1.167 0.559 1.112  -0.378
51 C 3.922 3.574 0.380  -0.513
52 H -1.001 -2.497 5.352  0.102
53 O 1.792 7.001 1.354  -0.022
54 N 0.787 0.012 -6.858  0.046
55 H -0.411 8.990 2.964  0.091
56 H -0.583 -2.218 -2.148  0.048
57 S 0.290 2.065 0.987  0.670
58 C -4.554 -0.448 0.717  -0.040
59 H 1.112 -1.725 4.909  0.116
60 H -2.268 -2.371 -0.834  0.083
61 H 0.477 1.493 -2.766  0.078
62 C 0.631 8.597 3.042  -0.420
63 H -5.600 -0.095 0.678  0.111
64 O 0.493 2.798 2.217  -0.216
65 H -5.852 -8.425 0.226  0.089
66 H 1.585 -0.306 -7.404  0.074
67 C 4.317 1.094 -6.814  -0.098
68 H -1.336 -3.495 1.253  0.140
69 H 2.877 -3.321 1.602  0.058
70 N -2.403 -0.294 1.969  0.111
71 H 5.294 0.634 -6.964  0.089
72 N -0.174 -1.539 2.644  0.044
73 C 2.114 -2.218 -0.946  -0.208
74 O -3.461 -0.130 5.761  -0.074
75 C 3.938 8.250 1.839  -0.026
76 H 1.984 1.015 3.103  0.126
77 C -4.088 -1.346 -0.301  0.003
78 H 5.089 -1.874 -2.279  0.079
79 H 4.800 5.484 1.716  0.150
80 O 1.124 9.050 0.794  0.149
81 C 0.743 -0.683 4.802  -0.113
82 C -0.509 -0.381 5.724  -0.172
83 C -5.483 -6.536 -2.410  -0.205
84 P -0.037 -0.137 -1.373  0.948
85 O 3.534 0.210 -6.026  -0.190
86 C -0.386 -3.090 0.817  -0.120
87 C 2.513 0.835 -5.268  -0.217
88 C -2.677 -1.662 -0.094  -0.043
89 O 4.800 3.548 -0.414  0.168
90 C -1.943 -1.109 0.990  -0.233
91 C 1.233 1.159 -6.061  -0.431
92 H 0.383 2.726 -7.283  0.079
93 H -4.526 -4.918 -0.625  0.077
94 C 0.632 -0.683 0.322  -0.386
95 H 3.123 -0.502 -2.049  0.078
96 H -3.796 -4.503 -1.989  0.073
97 H 2.837 -2.995 -0.574  0.118
98 H 3.862 1.229 -7.797  0.077
99 H -1.088 0.502 5.350  0.105
100 H -3.073 -1.728 4.403  0.101
101 C 1.219 8.227 1.646  -0.534
102 H -7.346 -3.671 -1.710  0.075
103 H 2.903 1.724 -4.753  0.123
104 H -3.559 -2.142 6.066  0.122
105 H 1.522 0.055 5.122  0.119
106 H 1.225 9.440 3.476  0.094
107 O 1.880 -1.368 0.158  -0.252
108 C -1.447 -1.640 5.924  -0.164
109 H -0.456 -3.276 -0.284  0.089
110 C 3.149 6.887 1.827  -0.326
111 C 1.927 -3.666 2.065  -0.012
112 C -2.938 -1.420 5.476  -0.267
113 H 1.611 7.563 5.180  -0.129
114 O -0.563 -1.288 -2.424  -0.230
115 H 2.209 -1.663 -3.041  0.090
116 C -0.396 -1.537 1.197  -0.274
117 C 3.974 5.815 1.040  -0.098
118 C 1.570 0.162 2.523  -0.143
119 S 0.636 7.228 4.273  0.699
120 H 0.549 -5.082 1.290  0.115

Results
**Gap between HOMO and LUMO**: 6.1553 eV
**Charge**: +1
**Highest occupied orbital energy**: -9.9 eV
**Calculated total energy**: -112809.03311 eV
**LUMO level**: -3.8 eV



[3]
The following is a quantum chemistry calculation of a structure of composition C29H20Cl3N6SV, from the Open Molecules 2025 dataset.

Last column: natural (NBO) charge in e.
CARTESIAN COORDINATES (ANGSTROEM)
1 H -3.698 -2.791 3.553  0.263
2 C -1.211 -2.141 1.344  -0.083
3 C 0.227 -4.123 0.635  -0.210
4 C -0.456 2.646 -3.333  -0.063
5 Cl 0.848 0.948 5.447  0.131
6 H 0.701 -0.222 2.894  0.234
7 C -2.264 1.543 -4.636  0.083
8 H -3.740 -2.516 -2.878  0.271
9 H 2.626 -4.081 -1.763  0.272
10 C 1.313 3.548 -1.994  -0.181
11 C -2.331 0.450 -3.676  0.029
12 C -1.986 -2.836 2.280  -0.168
13 N 0.567 -1.936 -0.224  -0.580
14 H -2.984 0.789 1.318  0.232
15 C -1.363 2.604 -4.471  0.086
16 C -0.697 3.310 2.646  -0.204
17 C -3.472 -0.947 2.471  -0.153
18 H 5.003 0.362 1.060  0.266
19 H -1.728 -3.848 2.561  0.245
20 C 0.325 0.793 2.834  0.036
21 H -0.295 3.501 4.756  0.277
22 H 4.463 0.866 -0.597  0.243
23 S -2.586 3.027 -6.444  1.090
24 C 1.152 2.485 -1.120  0.057
25 C -3.115 -1.636 -2.824  -0.222
26 C -0.551 1.608 -2.420  0.246
27 N -0.098 1.234 1.638  -0.546
28 N -1.418 3.507 -5.445  -0.562
29 H -3.847 -0.742 -4.640  0.277
30 C -0.243 2.869 3.879  -0.110
31 C 4.290 0.928 0.471  -0.333
32 H -2.212 -2.233 -0.967  0.227
33 C 0.276 1.584 3.967  -0.056
34 H 1.477 -5.649 -0.189  0.269
35 Cl 4.180 2.562 1.016  0.081
36 C -3.102 -2.242 2.838  -0.150
37 H -0.963 2.799 0.579  0.223
38 C -2.248 -1.486 -1.747  0.110
39 H 2.065 4.297 -1.786  0.265
40 H 0.605 4.454 -3.815  0.277
41 H 2.017 -1.669 -1.684  0.228
42 C -0.104 -2.778 0.601  0.207
43 V -0.041 -0.041 -0.023  1.638
44 H -4.361 -0.503 2.897  0.258
45 C -1.572 -0.820 1.037  -0.254
46 C 1.530 -2.401 -1.050  0.086
47 C 0.506 3.635 -3.113  -0.041
48 C 1.867 -3.729 -1.079  -0.220
49 Cl 2.717 -0.028 0.767  -0.035
50 C -0.609 2.477 1.550  0.036
51 H -1.120 4.299 2.534  0.269
52 H 1.750 2.403 -0.224  0.231
53 N -3.001 1.641 -5.738  -0.564
54 N -1.443 -0.428 -1.606  -0.505
55 N 0.242 1.516 -1.326  -0.582
56 H -0.293 -4.797 1.298  0.260
57 C -1.486 0.517 -2.580  0.123
58 C 1.217 -4.599 -0.206  -0.058
59 C -3.174 -0.662 -3.796  -0.055
60 C -2.701 -0.224 1.576  -0.191

Results
**Multiplicity**: 2
**Gap between HOMO and LUMO (alpha / beta)**: 6.0679 / 6.6263 eV
**Charge**: +3
**Highest occupied orbital energy (alpha / beta)**: -17.1 / -17.1 eV
**Calculated total energy**: -113404.26796 eV
**LUMO level (alpha / beta)**: -11.1 / -10.5 eV